{"formula": "C4H8N4O", "method": "ωB97M-V/def2-TZVPD", "species": ["C", "C", "N", "C", "O", "C", "N", "N", "N", "H", "H", "H", "H", "H", "H", "H", "H"], "xyz": [[-0.079, -1.049, -1.967], [0.470, -0.487, -0.879], [1.752, -0.104, -0.679], [-0.583, -1.029, 0.467], [-0.251, -1.883, 1.217], [-0.874, 0.442, 0.529], [-1.963, 0.918, -0.180], [-0.409, 1.158, 1.510], [0.796, 0.760, 2.110], [-1.144, -1.232, -2.031], [0.510, -1.355, -2.822], [2.330, 0.102, -1.483], [1.945, 0.380, 0.185], [-2.256, 0.368, -0.973], [-1.914, 1.909, -0.368], [0.895, 1.320, 2.947], [0.774, -0.220, 2.416]], "relative_energy_kj_mol": 527.20, "energy_ha": -451.31744, "smiles": "C=C(N)C(=O)/C(N)=N\\N", "charge": 0, "spin_multiplicity": 1, "homo_ev": -7.70}

=====

{"formula": "C2H5FS", "method": "ωB97M-V/def2-TZVPD", "species": ["C", "C", "S", "H", "H", "H", "H", "F", "H"], "xyz": [[-1.001, 1.291, 0.343], [-0.215, 0.025, -0.080], [1.423, -0.078, -0.136], [-1.122, 1.203, 1.486], [-2.044, 1.241, -0.056], [-0.445, 2.188, -0.003], [-0.726, -0.986, 0.074], [1.883, -2.840, -0.985], [2.248, -2.045, -0.643]], "relative_energy_kj_mol": 59.77, "energy_ha": -577.21193, "smiles": "CC=S.F", "charge": 0, "spin_multiplicity": 1, "homo_ev": [-9.27, -9.27]}

=====

{"formula": "C18H37N2O3", "method": "ωB97M-V/def2-TZVPD", "species": ["O", "H", "C", "C", "C", "C", "C", "C", "N", "O", "C", "C", "C", "H", "H", "H", "H", "H", "H", "H", "H", "H", "H", "H", "H", "H", "H", "H", "H", "H", "H", "C", "C", "C", "C", "C", "C", "N", "O", "C", "C", "C", "H", "H", "H", "H", "H", "H", "H", "H", "H", "H", "H", "H", "H", "H", "H", "H", "H", "H"], "xyz": [[3.042, 7.102, -5.485], [2.750, 7.345, -6.386], [-0.762, 4.830, -4.288], [-0.300, 5.284, -2.848], [1.142, 4.645, -2.523], [1.665, 5.157, -1.167], [1.865, 6.658, -1.267], [0.663, 7.563, -1.744], [-0.040, 6.782, -2.915], [-0.926, 7.548, -3.697], [1.089, 8.926, -2.368], [-0.162, 7.883, -0.490], [-1.405, 4.903, -1.732], [-1.756, 5.161, -4.590], [-0.703, 3.742, -4.317], [-0.092, 5.071, -5.113], [1.841, 4.825, -3.340], [1.058, 3.573, -2.697], [2.651, 4.776, -0.900], [1.053, 4.975, -0.283], [2.600, 6.787, -2.063], [2.165, 7.014, -0.282], [0.201, 9.554, -2.431], [1.449, 8.998, -3.395], [1.711, 9.532, -1.709], [0.253, 8.622, 0.195], [-0.100, 7.086, 0.250], [-1.208, 8.115, -0.692], [-1.767, 3.961, -2.145], [-2.332, 5.468, -1.636], [-1.087, 4.680, -0.714], [7.065, 10.512, -7.285], [7.687, 9.409, -6.314], [9.249, 9.601, -6.325], [9.946, 8.808, -5.196], [9.363, 9.198, -3.799], [7.890, 8.918, -3.736], [7.235, 9.692, -4.975], [6.067, 10.386, -4.853], [7.349, 9.536, -2.382], [7.593, 7.371, -3.775], [7.298, 7.977, -6.856], [7.363, 10.362, -8.322], [7.466, 11.525, -7.304], [5.983, 10.535, -7.414], [9.365, 10.650, -6.051], [9.572, 9.439, -7.354], [11.033, 8.890, -5.173], [9.865, 7.751, -5.448], [9.687, 10.237, -3.740], [9.880, 8.670, -2.998], [6.271, 9.411, -2.278], [7.381, 10.625, -2.413], [7.953, 9.197, -1.541], [8.369, 6.886, -4.367], [6.631, 7.353, -4.287], [7.468, 6.784, -2.865], [7.937, 7.147, -6.553], [7.334, 7.875, -7.941], [6.277, 7.635, -6.689]], "energy_ha": -1042.59659, "charge": 1, "spin_multiplicity": 1, "homo_ev": -9.22}

=====

{"formula": "C7H9N", "method": "ωB97M-V/def2-TZVPD", "species": ["C", "C", "C", "C", "C", "C", "C", "N", "H", "H", "H", "H", "H", "H", "H", "H", "H"], "xyz": [[1.379, -2.004, 2.152], [0.266, -1.762, 1.462], [0.014, -0.534, 0.697], [0.212, -0.409, -0.646], [-0.222, 0.879, -1.119], [-0.543, 1.376, -2.494], [-0.602, 1.531, 0.013], [-0.458, 0.708, 1.112], [1.597, -3.033, 2.418], [2.135, -1.250, 2.331], [-0.525, -2.507, 1.492], [0.705, -1.146, -1.267], [-0.156, 0.828, -3.343], [-1.631, 1.515, -2.552], [-0.287, 2.443, -2.595], [-0.999, 2.488, 0.326], [-0.886, 0.878, 2.014]], "relative_energy_kj_mol": 144.95, "energy_ha": -326.83576, "smiles": "C=Cc1cc(C)c[nH]1", "charge": 0, "spin_multiplicity": 1, "homo_ev": -7.98}

=====

{"formula": "C4H9NO2", "method": "ωB97M-V/def2-TZVPD", "species": ["H", "N", "C", "C", "H", "H", "H", "H", "C", "C", "O", "O", "H", "H", "H", "H"], "xyz": [[2.247, 0.308, 1.698], [1.672, 0.991, 1.197], [1.433, 0.650, -0.018], [2.294, -0.281, -0.810], [0.567, 1.141, -0.558], [2.941, -0.872, -0.159], [2.897, 0.296, -1.515], [1.660, -0.957, -1.387], [-1.960, -0.264, 1.153], [-1.690, -0.174, -0.316], [-0.931, -0.916, -0.940], [-2.629, 0.538, -0.973], [-2.672, 0.506, 1.462], [-1.026, -0.111, 1.697], [-2.371, -1.247, 1.389], [-2.432, 0.390, -1.920]], "relative_energy_kj_mol": 137.96, "energy_ha": -363.03299, "smiles": "[H]/N=C\\C.CC(=O)O", "charge": 0, "spin_multiplicity": 1, "homo_ev": -9.55}

=====

{"formula": "C4H9NS", "method": "ωB97M-V/def2-TZVPD", "species": ["C", "C", "C", "C", "H", "H", "H", "H", "H", "H", "H", "H", "H", "N", "S"], "xyz": [[-0.588, 1.514, -1.690], [0.216, 0.159, -1.407], [-0.546, -0.914, -0.643], [0.555, -0.826, 2.731], [-1.927, 1.254, -0.386], [0.745, 2.746, -1.200], [-1.118, 1.655, -3.447], [0.477, -0.331, -2.472], [1.322, 0.020, -1.159], [-1.195, -1.538, -1.419], [1.278, -0.302, 3.559], [0.791, -1.941, 2.401], [-0.347, -0.662, 3.280], [-0.369, -0.977, 0.578], [0.707, 0.144, 1.273]], "relative_energy_kj_mol": 1241.40, "energy_ha": -610.28087, "charge": 0, "spin_multiplicity": 1, "homo_ev": -8.64}